a:
Entry from the Open Molecules 2025 dataset: 2 unconnected molecules or ions with the total composition C2H6BClO2 (ωB97M-V/def2-TZVPD).

Values from the calculation:
Frontier orbital gap (spin up / spin down) (Ha): 0.3259 / 0.2840
Lowest unoccupied orbital energy (spin up / spin down) (eV): -0.34 / -0.57
Total charge: 0
HOMO (spin up / spin down) (eV): -9.21 / -8.30

Positions of all 12 atoms, in Å:
Cl: 1.400 -1.252 -1.894
O: -1.053 1.571 -0.238
O: -1.407 -0.726 -0.208
C: 0.714 0.118 -1.432
C: 0.614 -0.153 1.526
B: -0.520 0.343 -0.466
H: 0.963 -1.055 1.193
H: 1.269 0.968 -2.021
H: 1.355 0.363 2.085
H: -1.960 1.465 0.114
H: -1.013 -1.590 -0.460
H: -0.362 -0.052 1.801

=====

b:
Entry from the Open Molecules 2025 dataset: 2 unconnected molecules or ions with the total composition C2H6BClO2 (ωB97M-V/def2-TZVPD).

Values from the calculation:
Frontier orbital gap (Ha): 0.3504
Lowest unoccupied orbital energy (eV): 0.08
Total charge: 0
HOMO (eV): -9.46

Positions of all 12 atoms, in Å:
Cl: 2.368 -0.005 0.257
O: 0.316 2.242 0.012
O: -1.572 0.717 -0.412
C: 0.638 -0.268 0.164
C: 0.294 -1.675 -0.259
B: -0.229 1.041 -0.158
H: 0.021 -0.312 1.703
H: -0.670 -1.892 -0.481
H: -2.246 1.339 -0.163
H: 0.616 -2.380 0.367
H: 0.724 -1.836 -1.312
H: -0.261 3.029 0.281

=====

In terms of stability, b leads; the second structure lies 1.549 eV higher.

=====

a:
Entry from the Open Molecules 2025 dataset: a molecular structure, C2O3S (ωB97M-V/def2-TZVPD).

Values from the calculation:
Frontier orbital gap (spin up / spin down) (Ha): 0.2837 / 0.2960
Lowest unoccupied orbital energy (spin up / spin down) (eV): -1.94 / -1.99
Total charge: 0
HOMO (spin up / spin down) (eV): -9.66 / -10.05

Positions of all 6 atoms, in Å:
S: -0.946 0.952 0.010
O: -0.272 -1.718 -0.025
O: -2.302 0.212 -0.022
O: 2.087 0.993 -0.058
C: 1.265 0.148 0.070
C: 0.168 -0.586 0.025

=====

b:
Entry from the Open Molecules 2025 dataset: a molecular structure, C2O3S (ωB97M-V/def2-TZVPD).

Values from the calculation:
Frontier orbital gap (spin up / spin down) (Ha): 0.2828 / 0.2914
Lowest unoccupied orbital energy (spin up / spin down) (eV): -1.67 / -1.69
Total charge: 0
HOMO (spin up / spin down) (eV): -9.37 / -9.62

Positions of all 6 atoms, in Å:
S: -0.173 -0.909 -0.924
O: 1.566 0.607 0.523
O: -1.995 0.709 0.861
O: 1.038 -1.422 -1.533
C: -0.843 0.666 0.741
C: 0.407 0.349 0.333

=====

In terms of stability, b leads; the second structure lies 0.344 eV higher.

=====

a:
Entry from the Open Molecules 2025 dataset: 2 unconnected molecules or ions with the total composition C3H9N2O2 (ωB97M-V/def2-TZVPD).

Values from the calculation:
Frontier orbital gap (Ha): 0.2641
Lowest unoccupied orbital energy (eV): -4.19
Total charge: +1
HOMO (eV): -11.38

Positions of all 16 atoms, in Å:
O: 0.295 2.025 -1.138
O: -0.630 -0.369 -1.894
N: -0.648 -1.600 0.126
N: 0.778 1.534 1.033
C: 0.088 -0.831 -0.815
C: -0.008 1.365 -0.039
C: -0.261 -2.228 1.173
H: -0.367 2.073 -1.777
H: 1.099 -0.786 -0.759
H: 0.797 -2.654 1.259
H: -1.700 -1.393 -0.127
H: -1.074 1.167 0.330
H: 0.485 1.231 1.934
H: 1.498 2.176 0.963
H: -0.237 -0.519 -2.733
H: -0.963 -2.806 1.759

=====

b:
Entry from the Open Molecules 2025 dataset: a gas-phase ion, C3H9N2O2 (charge +1) (ωB97M-V/def2-TZVPD).

Values from the calculation:
SMILES: [NH3+][C@@H]1CON[C@H]1O
Frontier orbital gap (Ha): 0.3643
Lowest unoccupied orbital energy (eV): -3.58
Total charge: +1
HOMO (eV): -13.49

Positions of all 16 atoms, in Å:
O: -0.323 1.605 -0.145
O: 2.029 -0.613 0.237
N: -1.534 -0.582 -0.411
N: 0.698 1.082 -0.959
C: 0.960 -0.466 -0.478
C: -0.362 0.812 1.045
C: -0.370 -0.577 0.422
H: -2.381 -1.020 0.011
H: 0.940 -0.946 -1.485
H: 1.481 1.713 -0.872
H: -0.224 -1.410 1.143
H: -1.271 1.023 1.586
H: 2.886 -0.779 -0.175
H: 0.495 0.986 1.681
H: -1.436 -1.302 -1.165
H: -1.589 0.475 -0.435

=====

c:
Entry from the Open Molecules 2025 dataset: a gas-phase ion, C3H9N2O2 (charge +1) (ωB97M-V/def2-TZVPD).

Values from the calculation:
SMILES: COC(=[NH2+])CON
Frontier orbital gap (Ha): 0.3562
Lowest unoccupied orbital energy (eV): -4.40
Total charge: +1
HOMO (eV): -14.09

Positions of all 16 atoms, in Å:
O: 0.437 -0.898 -1.316
O: -0.080 0.283 1.524
N: -0.946 -0.869 -1.389
N: -1.178 1.545 0.131
C: 0.842 0.398 -0.895
C: -0.109 0.746 0.295
C: 0.715 -0.943 1.743
H: 0.359 -1.682 1.060
H: -1.524 1.877 0.986
H: 0.640 -1.238 2.762
H: 0.675 1.229 -1.660
H: -1.136 2.288 -0.610
H: 1.891 0.184 -0.474
H: 1.804 -0.597 1.448
H: -1.204 -1.832 -1.349
H: -1.187 -0.493 -2.255

=====

In terms of stability, c leads; the second structure lies 0.377 eV higher.